one | Entry from OMol25: a 2-piece molecular cluster, C5H14 overall (ωB97M-V with the def2-TZVPD basis set).

E_HOMO = -11.3 eV

Cartesian coordinates (Å):
C (-2.04330, -0.47927, -1.11353)
C (-0.61817, -0.15197, -1.57119)
C (-2.15042, -0.70771, 0.41966)
H (-2.68744, 0.34159, -1.41005)
H (-2.40974, -1.38028, -1.58275)
H (-0.63348, 0.33704, -2.54434)
H (-2.43344, -1.74525, 0.63859)
H (-1.25827, -0.38985, 0.94809)
H (-2.99647, -0.14276, 0.80850)
H (-0.16086, 0.47768, -0.81503)
H (0.02271, -1.02766, -1.60540)
C (2.22345, 0.28907, 1.74829)
C (2.35193, 1.01028, 0.40153)
H (1.57385, 0.80243, 2.44776)
H (1.87436, -0.74066, 1.62800)
H (3.22211, 0.16126, 2.17457)
H (1.39721, 1.39755, 0.06040)
H (2.68078, 0.30913, -0.36501)
H (3.12863, 1.76486, 0.50029)

---

two | Entry from OMol25: a 2-piece molecular cluster, C5H14 overall (ωB97M-V with the def2-TZVPD basis set).

E_HOMO = -10.8 eV

Cartesian coordinates (Å):
C (-0.49954, -0.82505, -1.44949)
C (-0.66095, -0.39666, -2.92727)
C (0.61998, 0.01628, -0.75307)
H (-1.47103, -0.78174, -0.97395)
H (-0.13412, -1.85626, -1.47796)
H (-1.73275, -0.23957, -3.10836)
H (1.21229, 0.51684, -1.53537)
H (0.21537, 0.83827, -0.18181)
H (-0.55562, -1.23458, -3.63746)
H (-0.01979, 0.44965, -3.14278)
H (1.35538, -0.65760, -0.29136)
C (0.60645, 1.22097, 2.23857)
C (-0.08614, -0.08776, 2.79938)
H (1.60401, 1.03284, 1.87188)
H (0.07027, 1.57094, 1.36416)
H (0.18593, 2.01549, 2.89385)
H (0.68315, -0.67429, 3.29763)
H (-0.86628, 0.14365, 3.49895)
H (-0.34312, -0.60039, 1.87598)

---

three | Entry from OMol25: a 2-piece molecular cluster, C5H14 overall (ωB97M-V with the def2-TZVPD basis set).

E_HOMO = -11.1 eV

Cartesian coordinates (Å):
C (-0.01999, 1.19924, 2.13340)
C (-0.04853, 2.47005, 1.42266)
H (-0.98328, 0.67957, 2.10653)
H (0.68313, 0.50988, 1.76827)
H (0.04860, 1.35027, 3.20453)
H (0.93682, 2.77857, 1.18506)
H (-0.52528, 3.26715, 2.00976)
H (-0.61851, 2.63985, 0.51662)
C (0.33857, -1.39458, -1.79469)
C (-0.65402, -0.26176, -1.48901)
C (0.47594, -2.52267, -0.79103)
H (0.18781, -1.67897, -2.78689)
H (1.32101, -0.83498, -1.75425)
H (-0.19502, 0.48223, -0.82659)
H (-1.68226, -0.51637, -1.10690)
H (0.02195, -2.17632, 0.18167)
H (-0.04570, -3.48881, -1.00930)
H (-0.73571, 0.28050, -2.41975)
H (1.49447, -2.78287, -0.55010)

---

four | Entry from OMol25: a 2-piece molecular cluster, C5H14 overall (ωB97M-V with the def2-TZVPD basis set).

E_HOMO = -10.1 eV

Cartesian coordinates (Å):
C (1.51305, -0.04717, -1.91863)
C (2.68025, -0.78875, -1.27715)
C (0.28532, 0.02815, -1.05632)
H (1.95166, 1.03859, -2.29810)
H (1.44480, -0.33079, -3.00628)
H (2.83720, -0.44509, -0.23811)
H (3.55739, -0.70327, -1.91383)
H (-0.31325, 0.99425, -0.69617)
H (-0.58937, -0.50215, -1.60910)
H (2.46735, -1.75385, -0.77453)
H (0.27937, -0.64052, -0.23306)
C (-2.22755, -0.27251, 2.17336)
C (-1.76194, 0.99406, 1.46719)
H (-2.65663, -1.10359, 1.65708)
H (-1.35105, -0.72039, 2.84273)
H (-3.00622, 0.17933, 2.84835)
H (-2.54001, 1.29540, 0.82025)
H (-0.79490, 1.05974, 0.98860)
H (-1.77544, 1.71855, 2.22371)

---

Q: Which of them is the least stable? A: four.

---

one | Entry from OMol25: a 2-piece molecular cluster, C5H14 overall (ωB97M-V with the def2-TZVPD basis set).

E_HOMO = -11.1 eV

Cartesian coordinates (Å):
C (-2.01977, -1.00830, -0.60298)
C (-3.07076, -1.70342, 0.21247)
H (-2.27667, -1.00966, -1.66830)
H (-1.89871, 0.05004, -0.35363)
H (-1.04206, -1.47431, -0.49559)
H (-3.10121, -2.77112, 0.41238)
H (-4.07217, -1.56849, -0.23815)
H (-3.37925, -1.20702, 1.14972)
C (1.44156, 0.70408, 0.29499)
C (1.57668, 2.25055, 0.53929)
C (2.63055, 0.00270, -0.33893)
H (1.19600, 0.26473, 1.26700)
H (0.58059, 0.51572, -0.33933)
H (2.33140, 2.66563, -0.12794)
H (3.22959, 0.65350, -0.97076)
H (3.14031, -0.63708, 0.37729)
H (1.91000, 2.44600, 1.55733)
H (0.58631, 2.63136, 0.29480)
H (2.23761, -0.80492, -0.96967)

---

two | Entry from OMol25: a 2-piece molecular cluster, C5H14 overall (ωB97M-V with the def2-TZVPD basis set).

E_HOMO = -11.1 eV

Cartesian coordinates (Å):
C (0.73319, 1.17746, -0.37608)
C (1.32304, 2.39274, -1.07188)
C (1.24120, -0.11179, -1.16182)
H (-0.32790, 0.87330, -0.43404)
H (1.02657, 1.13230, 0.67566)
H (0.55712, 3.13464, -1.26803)
H (2.22002, 2.89640, -0.60624)
H (1.09460, -0.97452, -0.46717)
H (1.78378, 1.96418, -1.97430)
H (2.26250, -0.32451, -1.45059)
H (0.50168, -0.27374, -1.95797)
C (-1.73869, -1.99347, 0.75007)
C (-1.37412, -0.95375, 1.81649)
H (-1.25578, -1.76598, -0.22278)
H (-1.34484, -3.01661, 0.88866)
H (-2.81764, -2.07486, 0.67299)
H (-2.33780, -0.65193, 2.30214)
H (-0.83809, -0.13224, 1.30632)
H (-0.70885, -1.29762, 2.57859)

---

three | Entry from OMol25: a 2-piece molecular cluster, C5H14 overall (ωB97M-V with the def2-TZVPD basis set).

E_HOMO = -11.4 eV

Cartesian coordinates (Å):
C (-0.41947, -1.08642, -0.86003)
C (-0.99819, -0.93526, -2.29916)
C (0.31190, -2.39989, -0.64164)
H (-1.23815, -0.96967, -0.15155)
H (0.26211, -0.23809, -0.82958)
H (-0.91210, -1.90866, -2.80721)
H (-2.08906, -0.88912, -2.41804)
H (1.37685, -2.31876, -0.39487)
H (0.35298, -3.01509, -1.54154)
H (-0.47049, -0.17346, -2.86497)
H (-0.11307, -3.00395, 0.13826)
C (0.55856, 1.69011, 2.46758)
C (0.49778, 2.59411, 1.24830)
H (1.43983, 1.05323, 2.42864)
H (0.74800, 2.30662, 3.35295)
H (-0.32568, 1.08480, 2.60353)
H (0.54130, 2.03316, 0.31042)
H (1.30874, 3.30721, 1.11714)
H (-0.44884, 3.13502, 1.19166)

---

Q: Which of them is the least stable? A: two.

---

one | Entry from OMol25: one molecule with the formula C5H7N (ωB97M-V with the def2-TZVPD basis set).

E_HOMO = -8.6 eV

Cartesian coordinates (Å):
C (-1.07667, 0.90679, 0.24677)
C (-1.05476, -0.51584, -0.20660)
C (-0.25821, 0.52715, -0.95017)
N (1.00950, -0.17994, -0.72093)
C (1.54547, -0.16265, 0.61527)
C (0.36921, -1.15706, 0.12321)
H (-0.64378, 1.15639, 1.20803)
H (-1.96133, 1.48329, -0.01502)
H (-1.95435, -1.02402, -0.57519)
H (-0.36925, 0.99206, -1.92354)
H (1.22739, 0.38705, 1.49328)
H (2.66006, -0.17692, 0.54532)
H (0.50672, -2.23629, 0.15955)

---

two | Entry from OMol25: one molecule with the formula C5H7N (ωB97M-V with the def2-TZVPD basis set).

E_HOMO = -8.1 eV

Cartesian coordinates (Å):
C (1.94781, 0.07842, 0.11070)
C (0.45254, 0.03114, -0.00821)
C (-0.29892, -1.03141, -0.44916)
N (-1.62214, -0.69319, -0.34580)
C (-1.73514, 0.57123, 0.15964)
C (-0.46720, 1.05561, 0.36625)
H (2.24915, 0.71429, 0.94990)
H (2.35559, -0.92165, 0.29266)
H (2.42793, 0.47423, -0.79185)
H (-0.00060, -2.01177, -0.79411)
H (-2.39537, -1.25228, -0.66260)
H (-2.70962, 0.95150, 0.42150)
H (-0.20403, 2.03388, 0.75110)

---

three | Entry from OMol25: a 2-piece molecular cluster, C5H7N overall (ωB97M-V with the def2-TZVPD basis set).

E_HOMO = -8.6 eV

Cartesian coordinates (Å):
C (2.08849, 0.35811, -0.16830)
C (0.16514, -0.59485, -0.02138)
C (0.59046, 0.62623, 0.12590)
C (-2.94058, 0.97139, 0.11792)
C (-2.68605, -0.20234, 0.05260)
N (0.05937, -1.75731, -0.38797)
H (2.52589, -0.37058, 0.54061)
H (2.26808, -0.04129, -1.17522)
H (2.58675, 1.30535, -0.04869)
H (0.25060, 1.35925, 0.84828)
H (-3.17248, 2.01241, 0.16436)
H (-2.39423, -1.22832, -0.02520)
H (0.71823, -2.40806, 0.02640)

---

Q: Which of them is the least stable? A: one.

---

one | Entry from OMol25: one molecule with the formula C5H7N (ωB97M-V with the def2-TZVPD basis set).

E_HOMO = -8.2 eV

Cartesian coordinates (Å):
C (0.16623, -1.92846, 0.39610)
N (0.03713, -0.40964, 0.34287)
C (0.36990, 0.87444, 1.06752)
C (0.12418, 1.89037, 0.17572)
C (-0.33013, 1.35311, -1.04290)
C (-0.33650, 0.00002, -0.90896)
H (-0.58171, -2.43834, 1.01721)
H (1.15639, -2.30246, 0.67294)
H (-0.00527, -2.33904, -0.61939)
H (0.35077, 1.17233, 2.13212)
H (0.23449, 2.95560, 0.37569)
H (-0.64927, 1.89158, -1.91672)
H (-0.53622, -0.71952, -1.69220)

---

two | Entry from OMol25: one molecule with the formula C5H7N (ωB97M-V with the def2-TZVPD basis set).

E_HOMO = -9.3 eV

Cartesian coordinates (Å):
C (-0.00553, 0.02305, -1.58842)
C (0.08640, -0.08170, -0.08171)
C (-0.09114, -1.39056, 0.60317)
N (1.24299, -0.83224, 0.42726)
C (-0.32034, 1.10829, 0.64857)
C (-0.64320, 2.11000, 1.23533)
H (0.59166, 0.86675, -1.94826)
H (-1.04312, 0.16950, -1.90521)
H (0.38334, -0.89300, -2.04104)
H (-0.53505, -1.38216, 1.59508)
H (-0.30644, -2.27309, 0.00442)
H (1.57505, -0.42215, 1.29760)
H (-0.93462, 2.99730, 1.75321)

---

three | Entry from OMol25: one molecule with the formula C5H7N (ωB97M-V with the def2-TZVPD basis set).

E_HOMO = -9.4 eV

Cartesian coordinates (Å):
C (-1.08257, -0.01944, 0.00559)
C (-1.74414, 1.03094, -0.23493)
C (2.20773, 0.75310, -0.07073)
C (-0.81963, -1.42610, -0.15518)
C (0.15353, -0.52582, 0.57209)
N (1.38579, -0.18651, -0.42901)
H (-1.34049, 1.96153, 0.13409)
H (-2.46884, 0.81029, -0.94249)
H (3.10166, 0.77690, -0.65971)
H (2.01702, 1.21297, 0.88433)
H (-1.49084, -2.07882, 0.33016)
H (-0.42899, -1.75294, -1.05913)
H (0.50978, -0.55609, 1.62494)

---

four | Entry from OMol25: C5H7N as an isolated structure (ωB97M-V with the def2-TZVPD basis set).

E_HOMO (alpha / beta) = -8.6 / -8.6 eV

Cartesian coordinates (Å):
C (-1.15970, -0.97114, 0.33723)
N (-0.01104, -0.16030, 0.70291)
C (-0.17976, 1.30136, 0.48446)
C (0.95414, 1.22975, -0.49298)
C (1.04872, -0.11301, -0.30430)
C (1.85322, -1.04131, -1.00587)
H (-0.85448, -2.01850, 0.25515)
H (-1.58805, -0.66200, -0.63251)
H (-1.93717, -0.90267, 1.10423)
H (-1.15330, 1.56543, 0.05373)
H (0.00764, 1.91193, 1.37505)
H (1.51695, 1.93052, -1.09534)
H (1.50284, -2.07006, -0.78175)

---

Q: Which of them is the least stable? A: four.

---

one | Entry from OMol25: one molecule with the formula C5H7N (ωB97M-V with the def2-TZVPD basis set).

E_HOMO = -9.1 eV

Cartesian coordinates (Å):
N (3.29004, -0.21771, 0.29740)
C (2.15865, -0.30709, 0.04567)
C (0.73457, -0.31745, -0.34309)
C (-0.80958, -0.97261, 0.54840)
C (-1.38584, 0.32980, 0.02451)
C (-0.01810, 0.98593, -0.08331)
H (0.62934, -0.76798, -1.31394)
H (-1.22392, -1.88686, 0.12534)
H (0.18421, -1.02140, 1.00503)
H (-1.80470, 0.17083, -0.98349)
H (-2.13347, 0.87038, 0.61515)
H (0.25606, 1.38186, 0.90210)
H (0.12273, 1.75229, -0.83978)

---

two | Entry from OMol25: one molecule with the formula C5H7N (ωB97M-V with the def2-TZVPD basis set).

E_HOMO = -8.1 eV

Cartesian coordinates (Å):
C (0.43995, -1.49249, -0.16292)
C (1.05048, -0.10873, -0.51816)
C (0.50966, 1.06838, -0.17754)
C (-0.78796, 1.12141, 0.61895)
N (-1.41106, -0.19633, 0.37283)
C (-0.46796, -1.03187, 0.93064)
H (1.22720, -2.15716, 0.20514)
H (-0.01111, -1.93307, -1.06865)
H (1.98510, -0.13458, -1.07492)
H (0.98382, 1.99795, -0.48661)
H (-1.44795, 1.94499, 0.32545)
H (-1.49650, -0.26878, -0.65390)
H (-0.57366, 1.19028, 1.68968)

---

three | Entry from OMol25: one molecule with the formula C5H7N (ωB97M-V with the def2-TZVPD basis set).

E_HOMO (alpha / beta) = -8.2 / -8.2 eV

Cartesian coordinates (Å):
C (-0.73072, -1.43502, -1.17335)
C (1.71165, 0.40078, -0.02453)
C (-0.65991, -0.11698, -1.05576)
N (-0.65751, 0.64972, 0.15038)
C (-0.32583, 0.09875, 1.40892)
C (0.65982, 1.05021, 0.73991)
H (-0.68108, -2.09562, -0.31609)
H (-0.74255, -1.89699, -2.15366)
H (2.34655, 1.18926, -0.45812)
H (-0.64003, 0.53095, -1.92849)
H (-0.04909, -0.94902, 1.48544)
H (-0.91164, 0.48898, 2.23769)
H (0.68033, 2.08498, 1.08765)

---

Q: Which of them is the least stable? A: three.

---

one | Entry from OMol25: C5H7N as an isolated structure (ωB97M-V with the def2-TZVPD basis set).

E_HOMO (alpha / beta) = -8.8 / -7.1 eV

Cartesian coordinates (Å):
C (-0.64803, -0.75544, -0.87708)
C (0.83093, -0.47110, -0.73815)
C (-0.68188, 0.65749, -0.49272)
C (0.00464, 0.86989, 0.85550)
N (-0.57434, 0.15340, 1.91914)
C (1.20609, 0.11178, 0.47717)
H (-0.96868, -0.94461, -1.90197)
H (-1.04041, -1.51887, -0.19995)
H (1.52456, -0.81112, -1.50384)
H (-1.13798, 1.42015, -1.12104)
H (0.16846, 1.92740, 1.08840)
H (-0.87134, -0.75357, 1.55792)
H (2.18798, 0.11462, 0.93663)

---

two | Entry from OMol25: one molecule with the formula C5H7N (ωB97M-V with the def2-TZVPD basis set).

E_HOMO = -9.1 eV

Cartesian coordinates (Å):
C (0.94376, -0.01377, -0.34095)
C (0.58983, -1.02265, 0.64464)
C (-0.30156, -0.77470, -0.59177)
C (-1.52643, -0.14590, -0.28077)
C (-2.52193, 0.38485, 0.12925)
H (1.85873, 1.59720, 0.23395)
H (0.56688, 1.99266, -0.59790)
H (1.76842, -0.24409, -1.01440)
H (0.21169, -0.56057, 1.59487)
H (1.27244, -1.90652, 0.76355)
H (-0.32740, -1.54044, -1.32166)
H (-3.39914, 0.88947, 0.68567)
N (0.86471, 1.34446, 0.09551)

---

three | Entry from OMol25: one molecule with the formula C5H7N (ωB97M-V with the def2-TZVPD basis set).

E_HOMO (alpha / beta) = -7.9 / -8.5 eV

Cartesian coordinates (Å):
C (-0.28909, 1.31773, -0.94906)
C (-0.31819, -0.05235, -0.34563)
C (-0.89489, -0.45212, 0.93311)
N (-1.69046, -0.71240, -0.13842)
C (0.89520, -0.79161, -0.33502)
C (1.73630, -0.54814, 0.66409)
H (0.08895, 1.27461, -1.97537)
H (0.40606, 1.91607, -0.35122)
H (-1.28424, 1.76356, -0.93981)
H (-0.57715, -1.26062, 1.59018)
H (1.22264, -0.01030, 1.50166)
H (-1.82258, -1.70136, -0.34958)
H (2.79767, -0.77622, 0.73744)

---

four | Entry from OMol25: one molecule with the formula C5H7N (ωB97M-V with the def2-TZVPD basis set).

E_HOMO = -8.7 eV

Cartesian coordinates (Å):
C (1.22563, -0.32600, 0.60240)
C (0.66283, 0.78529, -0.20170)
C (0.45190, -0.65903, -0.64503)
C (-1.07996, -0.45028, -0.53670)
N (-1.54622, -0.11325, 0.78055)
C (-0.88027, 0.91574, -0.02390)
H (2.29344, -0.46259, 0.44978)
H (0.90557, -0.51655, 1.62391)
H (1.27266, 1.60350, -0.57802)
H (0.88481, -1.28895, -1.41473)
H (-1.77762, -0.77309, -1.30024)
H (-0.99176, -0.53657, 1.52142)
H (-1.42099, 1.82178, -0.27775)

---

Q: Which of them is the least stable? A: three.